1.
The following is a quantum chemistry calculation of C20H23AsCl3IrN2O3S5 as an isolated structure, from OMol25.

Calculated values
* energy above the lowest of the compared OMol25 structures with the same formula, charge and spin: 0.00 kJ/mol
* total charge: +1
* maximum force: 0.18 eV Å⁻¹
* Kohn-Sham gap (alpha / beta): 0.2340 / 0.2157 hartree
* spin multiplicity: 2
* ⟨S²⟩: 0.76

Last column: Löwdin spin population.
Atoms and positions in Å:
Ir (0.62682, -1.00808, 2.11059)  0.00
C (0.98803, 0.11107, 5.02768)  0.00
O (0.69729, -1.06350, 4.24365)  0.00
C (1.39767, -2.25719, 4.63697)  0.00
C (2.63213, -2.41648, 3.77185)  0.00
O (2.25541, -2.46774, 2.37736)  0.00
C (2.00801, -3.80949, 1.90451)  0.00
H (0.80757, -0.12090, 6.07531)  0.00
H (0.30291, 0.88255, 4.68871)  0.00
H (2.02223, 0.42823, 4.87915)  0.00
H (0.69495, -3.07881, 4.49869)  0.00
H (1.66625, -2.19428, 5.69139)  0.00
H (3.18772, -3.31891, 4.02871)  0.00
H (3.29536, -1.55693, 3.87276)  0.00
H (2.92330, -4.39149, 2.00324)  0.00
H (1.72428, -3.72639, 0.85944)  0.00
H (1.19532, -4.27053, 2.46756)  0.00
S (-3.88806, -0.67480, 3.96156)  0.53
As (-2.62043, -0.81492, 2.30156)  -0.01
S (-1.10961, -2.44743, 2.21383)  0.00
S (-0.95916, 0.62968, 2.04785)  0.00
S (-4.17066, -0.88031, 0.90656)  0.46
Cl (4.76739, 3.30907, -3.17602)  0.00
C (3.17385, 2.64036, -3.22622)  0.00
C (2.35910, 2.71695, -2.10761)  0.00
C (1.08742, 2.17278, -2.16003)  0.00
C (0.61010, 1.55180, -3.31025)  0.00
C (-0.75292, 0.89863, -3.32011)  0.00
C (-0.62062, -0.62779, -3.18266)  0.00
N (0.16042, -0.95525, -1.99932)  0.00
C (1.50949, -1.20831, -1.95800)  0.00
C (1.84695, -1.28556, -0.64649)  0.00
N (0.71216, -1.04619, 0.10784)  0.00
C (-0.28658, -0.85941, -0.74582)  0.00
O (-1.49305, 1.40586, -2.23617)  0.00
C (-2.90218, 1.35667, -2.40842)  0.00
C (-3.54642, 1.90914, -1.17630)  0.01
C (-4.88720, 1.84407, -0.94200)  0.00
Cl (-6.04339, 1.12129, -1.98274)  0.00
S (-5.33551, 2.49411, 0.57579)  0.00
C (-3.70720, 2.88454, 0.91956)  0.00
C (-2.86724, 2.52520, -0.08922)  0.00
C (1.45322, 1.50094, -4.41536)  0.00
Cl (0.91719, 0.75375, -5.89306)  0.00
C (2.72948, 2.03916, -4.39124)  0.00
H (2.71766, 3.20467, -1.21232)  0.00
H (0.43966, 2.23235, -1.29679)  0.00
H (-1.26000, 1.10465, -4.26944)  0.00
H (-0.12538, -1.05568, -4.05088)  0.00
H (-1.60314, -1.08839, -3.08326)  0.00
H (2.10010, -1.30147, -2.85232)  0.00
H (2.80651, -1.46611, -0.19448)  0.00
H (-1.30980, -0.63741, -0.49274)  0.01
H (-3.24074, 0.32371, -2.56729)  0.00
H (-3.18944, 1.93442, -3.29571)  0.00
H (-3.45580, 3.37127, 1.84760)  0.00
H (-1.80109, 2.68744, -0.06987)  0.00
H (3.35962, 1.99535, -5.26760)  0.00

2.
The following is a quantum chemistry calculation of C20H23AsCrIN5S4 as an isolated structure, from OMol25.

Calculated values
* energy above the lowest of the compared OMol25 structures with the same formula, charge and spin: 63.07 kJ/mol
* total charge: -1
* maximum force: 0.21 eV Å⁻¹
* Kohn-Sham gap (alpha / beta): 0.2085 / 0.2101 hartree
* spin multiplicity: 4
* ⟨S²⟩: 3.84

Last column: Löwdin spin population.
Atoms and positions in Å:
Cr (0.38594, -0.70188, 0.63866)  3.01
S (-2.89347, -1.46859, 3.60810)  0.01
As (-0.79698, -1.60225, 3.42631)  0.02
S (-0.25284, -2.72864, 1.57144)  -0.03
S (0.00900, 0.37253, 2.61070)  -0.05
S (0.34581, -2.20658, 5.05988)  0.02
C (5.63709, 1.69054, 1.04508)  0.00
C (4.35360, 1.98096, 1.56032)  0.00
C (3.33065, 1.08825, 1.41043)  0.00
C (3.51591, -0.15000, 0.73269)  0.00
C (2.41792, -1.06126, 0.52709)  -0.05
C (2.72049, -2.24035, -0.12620)  0.01
C (4.01505, -2.54255, -0.61710)  0.00
C (5.03872, -1.65786, -0.45509)  0.02
C (4.81502, -0.43615, 0.22647)  0.00
C (5.86005, 0.50942, 0.39989)  0.00
H (6.44293, 2.40383, 1.17082)  0.00
H (4.18459, 2.91161, 2.08778)  0.00
H (2.35257, 1.29630, 1.82356)  0.00
H (1.94734, -2.99107, -0.25306)  0.00
H (4.18774, -3.48738, -1.12000)  0.00
H (6.03223, -1.87597, -0.83264)  0.00
H (6.84440, 0.27109, 0.01041)  0.00
I (-0.03696, 4.74066, -2.49528)  0.00
C (0.66569, 2.95860, -1.73309)  0.00
C (1.82502, 2.30299, -2.08666)  0.01
N (1.85791, 1.18218, -1.35874)  0.00
N (0.81335, 1.08871, -0.52912)  0.00
C (0.06254, 2.15280, -0.75757)  0.01
H (2.60341, 2.55378, -2.78685)  0.00
H (2.62187, 0.52964, -1.22622)  0.00
H (-0.87170, 2.28449, -0.23307)  0.00
C (-5.04623, 1.27879, 0.50562)  0.00
C (-3.89182, 1.29385, 1.48351)  0.00
N (-2.67304, 0.86028, 0.81504)  0.00
C (-2.64796, -0.10512, -0.14258)  0.01
N (-1.49982, -0.62901, -0.46675)  0.01
C (-1.44486, -1.66788, -1.48415)  0.00
C (-2.55762, -1.53612, -2.50487)  0.00
C (-3.86601, -1.47899, -1.74764)  0.00
N (-3.82969, -0.39192, -0.78637)  0.00
C (-5.09922, -0.08985, -0.14042)  0.00
H (-4.90591, 2.03992, -0.26692)  0.00
H (-5.98285, 1.48359, 1.02575)  0.00
H (-4.09325, 0.63764, 2.33410)  0.00
H (-3.72024, 2.29881, 1.87106)  0.00
H (-1.85975, 0.80917, 1.43600)  0.00
H (-1.49478, -2.64989, -1.00076)  0.00
H (-0.46891, -1.60842, -1.98172)  0.00
H (-2.55644, -2.38457, -3.19136)  0.00
H (-2.43106, -0.61952, -3.08764)  0.00
H (-4.05220, -2.43700, -1.24498)  0.00
H (-4.70316, -1.29241, -2.42438)  0.00
H (-5.33858, -0.85203, 0.61218)  0.00
H (-5.87149, -0.12719, -0.91165)  0.00

3.
The following is a quantum chemistry calculation of C20H23BInN4O2S6 as an isolated structure in a non-equilibrium geometry, from OMol25.

Calculated values
* energy above the lowest of the compared OMol25 structures with the same formula, charge and spin: 53.12 kJ/mol
* total charge: -1
* maximum force: 1.54 eV Å⁻¹
* Kohn-Sham gap: 0.2492 hartree
* spin multiplicity: 1

Last column: Löwdin charge in e.
Atoms and positions in Å:
In (-0.59508, -1.82331, 0.71245)  0.36
O (-0.21789, 1.94010, 2.43316)  0.10
C (-0.73736, 0.93285, 1.99900)  -0.46
N (-0.50978, -0.34535, 2.36286)  0.07
C (-0.02178, -0.69072, 3.57091)  -0.43
O (-0.11180, -0.05357, 4.60269)  0.09
C (0.63234, -2.04646, 3.57561)  -0.17
C (1.40421, -2.40749, 4.67386)  0.02
C (2.09913, -3.60093, 4.63491)  -0.04
C (1.96309, -4.41442, 3.51917)  -0.04
C (1.13070, -3.99886, 2.49322)  -0.10
N (0.49367, -2.84125, 2.52487)  0.03
C (-1.80502, 1.01515, 0.93725)  -0.20
C (-2.58036, 2.16465, 0.83094)  0.01
C (-3.67900, 2.15167, -0.01206)  -0.05
C (-3.94723, 1.00325, -0.74043)  -0.05
C (-3.08768, -0.07789, -0.61765)  -0.16
N (-2.05592, -0.06387, 0.20860)  0.05
H (1.45343, -1.73821, 5.51947)  0.12
H (2.74106, -3.89177, 5.45429)  0.11
H (2.49209, -5.35216, 3.44312)  0.11
H (0.96332, -4.60771, 1.61045)  0.13
H (-2.31929, 3.02667, 1.42496)  0.12
H (-4.32682, 3.01593, -0.08590)  0.11
H (-4.79720, 0.94881, -1.40209)  0.11
H (-3.23270, -0.98956, -1.18355)  0.10
C (-1.23371, 3.17129, -2.62712)  -0.55
C (-1.51494, 2.23310, -3.79684)  -0.52
S (-1.56105, 0.46351, -3.32480)  0.86
C (0.14808, -0.10473, -3.60262)  -0.52
C (1.20707, 0.83718, -3.08501)  -0.50
S (0.97768, 1.18776, -1.30150)  0.89
C (1.97651, 2.71555, -1.20001)  -0.49
C (1.15470, 3.98627, -1.30890)  -0.53
S (0.25987, 4.20606, -2.88769)  0.84
H (-1.05670, 2.60976, -1.71235)  0.00
H (-2.06520, 3.85944, -2.47475)  0.06
H (-0.78572, 2.35172, -4.59749)  0.06
H (-2.50979, 2.41621, -4.19990)  0.06
H (0.27648, -0.26962, -4.67531)  0.08
H (0.19882, -1.06056, -3.07963)  0.02
H (1.17981, 1.79343, -3.60808)  0.03
H (2.18985, 0.37661, -3.20441)  0.09
H (2.73572, 2.65706, -1.97782)  0.08
H (2.45709, 2.68562, -0.22145)  0.08
H (1.80995, 4.85670, -1.25086)  0.07
H (0.41753, 4.03541, -0.50902)  0.07
S (-3.17314, -4.96955, -1.44914)  0.43
C (-2.23298, -3.87243, -0.67339)  -1.85
S (-2.47066, -3.51683, 1.01075)  0.46
S (-0.96282, -3.01773, -1.49118)  0.47
B (4.06153, -1.09045, 0.90022)  -0.42
C (2.57358, -1.23815, 0.52758)  -0.20
N (1.43872, -1.35998, 0.31120)  0.04
H (4.25144, -2.00628, 1.66412)  0.00
H (4.16372, -0.02300, 1.44119)  0.01
H (4.74045, -1.16893, -0.08590)  0.00

| no. | electronic energy (Eh) |
| --- | --- |
| 1 | -6822.56136 |
| 2 | -6220.57602 |
| 3 | -3749.72167 |